(1)
An isolated molecule of C3H4N2O. Source: the OMol25 dataset; level of theory: ωB97M-V/def2-TZVPD.

Values from the calculation:
Total charge: 0
DFT total energy (hartree): -301.43300
Gap between HOMO and LUMO (eV): 10.08
SMILES string: Oc1cn[nH]c1
E_LUMO (eV): 0.8
Largest force on an atom (eV Å⁻¹): 0.9

Positions of all 10 atoms, in Å:
O  2.081  -0.122  -0.033
C  0.736  0.090  0.123
C  -0.185  -0.838  0.540
N  -1.389  -0.274  0.290
N  -1.309  0.947  -0.253
C  -0.009  1.184  -0.356
H  2.057  -0.564  -0.889
H  -0.057  -1.832  0.945
H  -2.294  -0.693  0.422
H  0.369  2.102  -0.789

***

(2)
C3H4N2O as an isolated structure. Source: the OMol25 dataset; level of theory: ωB97M-V/def2-TZVPD.

Values from the calculation:
Total charge: 0
DFT total energy (hartree): -301.30609
Gap between HOMO and LUMO (eV): 9.49
E_LUMO (eV): 0.1
Largest force on an atom (eV Å⁻¹): 0.4

Positions of all 10 atoms, in Å:
N  -1.102  1.341  -0.322
C  -0.725  0.154  -0.764
N  -0.921  -0.987  -0.009
C  0.284  -1.107  0.501
C  1.144  -0.061  0.014
O  0.548  0.280  -1.216
H  -1.940  1.246  0.254
H  0.089  1.168  0.466
H  0.512  -1.835  1.274
H  2.229  -0.081  0.021

***

(3)
An isolated molecule of C3H4N2O in a non-equilibrium geometry. Source: the OMol25 dataset; level of theory: ωB97M-V/def2-TZVPD.

Values from the calculation:
Total charge: 0
DFT total energy (hartree): -301.39157
Gap between HOMO and LUMO (eV): 9.85
SMILES string: Oc1cn[nH]c1
E_LUMO (eV): 0.9
Largest force on an atom (eV Å⁻¹): 1.9

Positions of all 10 atoms, in Å:
O  2.014  -0.215  -0.254
C  0.684  0.000  -0.195
C  -0.227  -0.940  0.267
N  -1.435  -0.270  0.183
N  -1.323  0.975  -0.239
C  -0.018  1.186  -0.416
H  2.136  -1.174  -0.323
H  0.157  -1.075  1.271
H  -2.360  -0.662  0.297
H  0.372  2.174  -0.592

***

(4)
An isolated molecule of C3H4N2O in a non-equilibrium geometry. Source: the OMol25 dataset; level of theory: ωB97M-V/def2-TZVPD.

Values from the calculation:
Total charge: 0
DFT total energy (hartree): -301.33416
Gap between HOMO and LUMO (eV): 11.33
SMILES string: N#C[C@@]1(N)CO1
E_LUMO (eV): 0.8
Largest force on an atom (eV Å⁻¹): 6.4

Positions of all 10 atoms, in Å:
C  -1.581  -0.029  -0.029
C  0.557  -1.128  0.460
C  -0.227  -0.057  -0.202
N  -2.696  -0.017  0.172
N  0.508  1.610  -0.278
O  0.412  -0.999  -0.901
H  1.349  -0.774  1.121
H  -0.131  -1.859  0.908
H  0.388  1.956  -1.214
H  1.421  1.297  -0.037

***

(5)
An isolated molecule of C3H4N2O. Source: the OMol25 dataset; level of theory: ωB97M-V/def2-TZVPD.

Values from the calculation:
Total charge: 0
DFT total energy (hartree): -301.43746
Gap between HOMO and LUMO (eV): 9.28
SMILES string: Oc1cnc[nH]1
E_LUMO (eV): 0.6
Largest force on an atom (eV Å⁻¹): 1.0

Positions of all 10 atoms, in Å:
O  1.529  -1.211  -0.529
C  0.314  -0.590  -0.467
C  -0.866  -0.953  0.118
N  -1.486  0.170  0.618
C  -0.715  1.179  0.297
N  0.358  0.782  -0.427
H  1.850  -0.948  0.350
H  -1.270  -1.948  0.252
H  -0.797  2.194  0.657
H  1.084  1.326  -0.870

***

(6)
An isolated molecule of C3H4N2O in a non-equilibrium geometry. Source: the OMol25 dataset; level of theory: ωB97M-V/def2-TZVPD.

Values from the calculation:
Total charge: 0
DFT total energy (hartree): -301.39089
Gap between HOMO and LUMO (eV): 10.74
SMILES string: NC(=O)C1=NC1
E_LUMO (eV): 0.7
Largest force on an atom (eV Å⁻¹): 3.1

Positions of all 10 atoms, in Å:
C  0.446  -0.306  -0.056
C  -1.012  0.304  0.226
C  1.556  -1.021  0.586
N  1.533  -0.135  -0.650
N  -1.468  0.996  -0.798
O  -1.505  0.127  1.275
H  1.920  -0.498  1.403
H  1.640  -2.046  0.317
H  -0.866  0.947  -1.543
H  -2.244  1.631  -0.759

***

(7)
An isolated molecule of C3H4N2O in a non-equilibrium geometry. Source: the OMol25 dataset; level of theory: ωB97M-V/def2-TZVPD.

Values from the calculation:
Total charge: 0
DFT total energy (hartree): -301.21466
Gap between HOMO and LUMO (spin up / spin down) (eV): 6.83 / 9.27
E_LUMO (spin up / spin down) (eV): -0.2 / 0.7
Largest force on an atom (eV Å⁻¹): 3.5

Positions of all 10 atoms, in Å:
C  0.468  -0.915  0.025
C  -0.854  0.028  0.291
C  -1.272  0.994  -0.716
N  1.253  0.185  0.434
N  2.302  0.644  0.354
O  -0.409  1.362  0.344
H  0.416  -1.692  0.800
H  0.481  -1.363  -0.974
H  -1.388  -0.313  1.161
H  -0.998  1.070  -1.720

***

(8)
An isolated molecule of C3H4N2O in a non-equilibrium geometry. Source: the OMol25 dataset; level of theory: ωB97M-V/def2-TZVPD.

Values from the calculation:
Total charge: 0
DFT total energy (hartree): -301.46160
Gap between HOMO and LUMO (eV): 9.12
SMILES string: O=c1[nH]cc[nH]1
E_LUMO (eV): 0.9
Largest force on an atom (eV Å⁻¹): 2.4

Positions of all 10 atoms, in Å:
O  2.346  0.006  -0.064
C  1.121  0.081  -0.029
N  0.407  -1.065  0.003
C  -0.974  -0.784  0.034
C  -1.082  0.568  0.023
N  0.210  1.105  -0.016
H  1.231  -1.685  -0.017
H  -1.774  -1.511  0.064
H  -1.955  1.211  0.040
H  0.468  2.075  -0.037

***

Which formula does entry 6 have? C3H4N2O

***

The lowest largest force on an atom belongs to which entry? number 2

***

Look up the largest force on an atom of the second one. 0.4 eV Å⁻¹